C28H41BrClGeN5OPtS2 | ωB97M-V/def2-TZVPD

F_max ... 0.0224 hartree/bohr
HOMO level (spin up / spin down) ... -8.479 / -8.839 eV
Lowest unoccupied orbital energy (spin up / spin down) ... -0.47 / -3.77 eV
Gap between HOMO and LUMO (spin up / spin down) ... 8.01 / 5.07 eV

Geometry as ORCA input:
```
! wB97M-V def2-TZVPD RIJCOSX def2/J DEFGRID3
* xyz 0 3
H 5.8583 1.5494 -1.8912
C 6.3850 0.4722 0.5382
N 1.2053 1.4600 -1.7945
H -4.0579 4.8107 4.4291
H 4.7939 2.9412 -2.0156
C 2.8628 2.0991 -0.1700
N -2.3732 -5.6041 -3.7261
H 6.6952 -0.4591 1.0037
H -5.3352 1.4386 3.4527
C 4.8489 0.4842 0.4456
H 4.3370 1.7829 -3.8835
H -4.4701 2.6307 5.4287
C -7.4833 -1.2477 1.8356
C -3.9065 2.6587 4.4929
H 4.8995 -0.1454 2.5055
H -3.5854 4.0899 2.8978
H 6.8596 0.5178 -0.4382
C -3.4766 1.2791 2.3878
C 4.8162 1.8633 -1.8282
S -1.6505 -3.2823 -0.9630
H -5.1822 -0.0557 -0.4313
H 4.4533 1.5454 2.3002
N 1.8177 1.2296 -0.6280
C 4.4229 -0.8422 -0.1822
H 3.3743 -0.8616 -0.4561
C -3.9956 -2.6056 -4.1826
H -2.4165 1.4377 2.5983
H -6.4599 0.6425 1.7699
H -6.5070 -0.9175 3.7290
C -2.6313 -2.5330 -2.1588
H -2.8454 2.6329 4.7471
C -6.8010 -1.7528 3.0973
Ge -3.7353 -0.5528 1.5849
N 0.1022 -0.0982 -0.6838
H -0.4991 0.5818 -2.6294
H 2.7220 3.0468 -0.6973
H 2.7130 2.2775 0.8968
C -2.7142 -4.5269 -3.5217
C 4.3396 -0.2261 -3.2648
H -5.2605 3.9824 3.4519
C 3.3269 -1.1761 -3.2689
Br -0.7839 -1.2819 2.3473
H -7.6705 -2.0905 1.1672
H 2.9712 1.3639 -2.8744
H -7.3233 0.2290 0.3024
H 5.8667 2.9062 0.1651
H 6.4316 0.0862 -3.6153
H 2.3102 -0.8739 -3.0669
C -5.3998 -0.6797 0.4379
C 0.1891 0.6434 -1.8115
H 6.9206 -2.2776 -4.0650
C -4.2695 1.4114 3.6840
Pt -1.7927 -1.0320 0.1706
H -5.5226 -1.7012 0.0724
S -2.9966 -0.8734 -1.8429
C 5.6317 -0.6386 -3.5735
H -3.7906 2.0308 1.6624
H 6.7546 1.2874 1.1564
H 3.2845 0.2585 1.9637
H 5.0087 -1.0570 -1.0688
H -7.4737 -2.3968 3.6582
C 5.9150 -1.9661 -3.8331
H 1.3926 -0.0929 1.0065
O 4.9145 2.8968 0.3079
C 4.3284 0.5461 1.8906
C 3.5926 -2.5079 -3.5287
N -4.7394 -2.1248 -4.9138
H -3.8133 -1.5137 2.7664
H -5.9121 -2.3291 2.8541
C 4.0422 1.2202 -2.9922
C 4.3658 1.7484 -0.3468
C -6.6855 -0.1817 1.0903
H 4.5958 -1.6429 0.5331
C 1.1416 0.2929 0.0387
H 2.7996 -3.2383 -3.5202
C 4.8919 -2.9002 -3.8004
H -4.0877 0.5337 4.3103
C -4.2210 3.9625 3.7693
C -3.1043 -3.1997 -3.2751
H -8.4520 -0.8190 2.1056
Cl 5.2427 -4.5657 -4.1092
*
```

***

C3H4BrO6S2 | ωB97M-V/def2-TZVPD

F_max ... 0.1197 hartree/bohr
HOMO level ... -4.937 eV
Lowest unoccupied orbital energy ... 3.11 eV
Gap between HOMO and LUMO ... 8.05 eV

Geometry as ORCA input:
```
! wB97M-V def2-TZVPD RIJCOSX def2/J DEFGRID3
* xyz -1 1
H 1.6092 -1.8033 -1.2558
O -0.8378 2.1641 -1.9517
Br -2.6010 2.9121 0.3402
H 2.0242 -0.0841 -1.2700
S -0.8019 1.7275 -0.5551
H 2.2663 -1.3282 1.0431
O 0.2412 -1.4262 1.2289
H 1.3692 0.2384 1.0705
O 0.2612 2.1301 0.2320
O -2.1258 -1.7975 1.1103
S -1.2456 -0.7342 0.8944
O -1.3869 0.3929 1.7553
C 1.1843 -0.8136 -0.9600
C -1.2098 -0.1859 -0.7949
O -0.1139 -0.6464 -1.4647
C 1.3670 -0.7455 0.5775
*
```

***

> Which formula does entry 2 have?

C3H4BrO6S2